ORCA calculation (wB97M-V/def2-TZVPD) on a structure of composition C19H38AlCl26O at a distorted geometry.

Output
**Orbital gap**: 6.5 eV
**Net charge**: -1
**Energy**: -13029.189164 Eh

Last column: Löwdin charge in e.
Atoms and positions in Å:
C1 -0.27265 2.37619 3.42426  -0.238
C2 0.41918 1.18209 3.07833  -0.281
Al1 1.32180 -0.68697 2.81273  0.152
C3 0.02015 -2.08823 3.56734  -0.341
C4 0.59838 -2.95553 4.83284  -0.308
C5 0.52211 -2.20352 6.28684  -0.198
C6 1.24107 -0.73198 6.35113  -0.235
O1 1.02245 -0.17290 7.72652  -0.232
H1 -1.12394 3.08448 3.86992  -0.134
H2 1.62930 -0.87267 1.24152  -0.116
H3 2.69789 -0.80603 3.64480  -0.098
H4 -0.97941 -1.52747 3.85141  0.058
H5 -0.21331 -2.83978 2.70079  0.040
H6 -0.09869 -3.92127 4.91656  0.092
H7 1.69325 -3.39576 4.65679  0.105
H8 1.09792 -2.89871 7.05814  0.115
H9 -0.58474 -2.08391 6.64793  0.101
H10 2.40369 -0.86794 6.25184  0.116
H11 0.79044 0.07136 5.61882  0.099
H12 1.18773 0.83014 7.67269  -0.006
C7 -1.49226 -1.15811 9.47685  -1.045
Cl1 -1.71293 -0.95378 11.21882  0.478
Cl2 -2.61062 -0.13288 8.56947  0.492
H13 -0.46713 -0.88612 9.21377  -0.002
H14 -1.67549 -2.20307 9.21515  0.028
C8 -1.64732 1.51120 -0.56077  -1.029
Cl3 -0.40525 0.79608 -1.59555  0.499
Cl4 -0.97033 2.00857 0.99469  0.605
H15 -2.06739 2.38655 -1.06216  0.023
H16 -2.43380 0.77285 -0.38672  -0.071
C9 -5.49134 0.03457 -1.49650  -1.009
Cl5 -4.24927 -0.68055 -2.53127  0.517
Cl6 -4.81435 0.53194 0.05897  0.546
H17 -5.91141 0.90993 -1.99788  0.030
H18 -6.27782 -0.70377 -1.32244  -0.020
C10 3.06921 2.08378 -1.76824  -1.030
Cl7 4.31128 1.36866 -2.80302  0.468
Cl8 3.74620 2.58115 -0.21278  0.503
H19 2.64914 2.95913 -2.26963  0.030
H20 2.28273 1.34543 -1.59419  -0.023
C11 -3.66652 -1.86114 -6.27596  -1.048
Cl9 -3.39804 -1.42365 -7.96754  0.489
Cl10 -2.32395 -1.32369 -5.25919  0.453
H21 -4.58793 -1.38784 -5.92801  0.025
H22 -3.75801 -2.94732 -6.19958  -0.001
C12 0.17464 1.16913 -6.89309  -1.030
Cl11 -0.04603 1.37346 -5.15112  0.481
Cl12 -0.94372 2.19436 -7.80048  0.486
H23 1.19977 1.44112 -7.15617  0.022
H24 -0.00859 0.12417 -7.15479  0.014
C13 -0.13519 -4.78515 -5.67719  -1.006
Cl13 -0.35586 -4.58082 -3.93523  0.527
Cl14 -1.25355 -3.75992 -6.58458  0.511
H25 0.88994 -4.51315 -5.94027  0.024
H26 -0.31842 -5.83010 -5.93890  0.029
C14 1.86855 3.79010 7.44061  -0.999
Cl15 0.28641 3.01028 7.55734  0.554
Cl16 2.98057 2.82880 6.45854  0.535
H27 1.74724 4.77387 6.98065  0.028
H28 2.28548 3.90103 8.44454  0.027
C15 -0.23175 -4.04360 -10.24209  -1.035
Cl17 -0.40257 -2.28730 -10.34756  0.493
Cl18 1.16851 -4.48857 -9.25901  0.498
H29 -1.13303 -4.46205 -9.78746  0.018
H30 -0.10346 -4.44967 -11.24840  0.026
C16 6.57399 0.98481 -6.27433  -1.038
Cl19 6.73484 -0.26466 -5.03423  0.494
Cl20 4.92744 1.62658 -6.32082  0.485
H31 7.26713 1.79943 -6.05061  -0.060
H32 6.81492 0.55237 -7.24847  0.027
C17 -3.45585 4.77234 3.97418  -0.979
Cl21 -3.62666 6.52864 3.86871  0.495
Cl22 -2.05559 4.32737 4.95726  0.579
H33 -4.35713 4.35389 4.42881  0.033
H34 -3.32755 4.36627 2.96788  0.036
C18 7.55548 3.88515 -3.49320  -1.005
Cl23 6.24035 5.06363 -3.57392  0.504
Cl24 8.40114 3.76876 -5.04125  0.527
H35 8.26514 4.19621 -2.72267  0.031
H36 7.14109 2.90636 -3.23970  0.013
C19 -6.02546 -2.81478 2.31677  -1.014
Cl25 -5.56017 -1.31928 3.13645  0.501
Cl26 -6.78822 -2.47524 0.75854  0.509
H37 -5.13239 -3.42223 2.15084  0.035
H38 -6.73145 -3.36109 2.94694  0.026

***

ORCA calculation (wB97M-V/def2-TZVPD) on a cluster of 3 separate species, C19H38BF2INO15P3 in total at a distorted geometry.

Output
**Orbital gap**: 9.0 eV
**Net charge**: 0
**Energy**: -3476.720569 Eh

Last column: Löwdin charge in e.
Atoms and positions in Å:
C1 5.64576 -3.68053 -0.20098  -0.101
C2 4.84984 -2.71386 -1.10759  -0.250
C3 3.69974 -2.06874 -0.35068  -0.222
C4 2.85019 -1.10724 -1.18608  -0.190
C5 2.34730 -1.70963 -2.51203  -0.220
C6 0.91928 -1.44509 -3.01384  -0.570
O1 0.72653 -0.18886 -3.64293  -0.238
C7 1.64939 0.85901 -3.41128  -0.072
P1 0.89331 -2.49824 -4.61866  0.973
P2 0.45197 -4.60299 -4.31537  0.250
O2 -0.62731 -5.04542 -3.44617  -0.284
O3 1.88583 -5.23435 -3.93876  -0.190
O4 0.25049 -5.07605 -5.84479  -0.188
C8 -0.32656 -1.68079 -2.00517  -0.361
C9 -0.55937 -0.26618 -1.34812  -0.190
C10 -1.31534 0.03226 -0.03305  -0.654
C11 -2.11910 -0.99790 0.74797  -0.190
I1 0.06603 0.96040 1.40364  0.886
N1 -1.44999 -2.02505 -2.88146  0.112
B1 -2.82836 -2.19769 -2.37681  -0.760
O5 -3.60185 -1.05174 -2.21312  0.162
O6 -3.37121 -3.42727 -2.18403  0.076
C12 -4.72922 -3.65548 -2.55579  -0.223
C13 -5.59869 -3.90365 -1.32740  -0.058
P3 -0.07995 -2.98122 -0.75951  0.532
O7 -1.30092 -3.62259 -0.26503  -0.223
O8 0.67134 -2.20184 0.43387  -0.173
O9 0.98531 -4.04042 -1.30661  -0.122
H1 5.10846 -3.86348 0.72956  0.064
H2 6.61735 -3.27706 0.07414  0.066
H3 5.80098 -4.64502 -0.67860  0.064
H4 5.54143 -1.95457 -1.47267  0.110
H5 4.50255 -3.28886 -1.96379  0.094
H6 4.13120 -1.47465 0.45840  0.123
H7 3.09130 -2.84601 0.11070  0.086
H8 3.53028 -0.28848 -1.43478  0.114
H9 2.06843 -0.66850 -0.57537  0.055
H10 3.00971 -1.34371 -3.29713  0.099
H11 2.51570 -2.78416 -2.55650  0.069
H12 1.82705 1.06206 -2.35583  0.084
H13 2.60833 0.68472 -3.90081  0.095
H14 1.21923 1.75676 -3.84729  0.101
H15 -0.26447 -2.08526 -5.28761  -0.055
H16 2.56821 -4.88394 -4.52408  0.063
H17 0.78305 -5.85681 -6.02430  0.070
H18 -1.05156 0.30928 -2.12594  0.125
H19 0.41406 0.19844 -1.25084  0.030
H20 -1.96539 0.87906 -0.21946  0.062
H21 -1.53029 -1.53883 1.48076  0.045
H22 -2.87919 -0.46308 1.31979  0.078
H23 -2.62836 -1.74043 0.14021  0.051
H24 -1.50873 -1.25409 -3.54239  0.108
H25 -4.21658 -1.15723 -1.48527  0.100
H26 -4.72529 -4.55408 -3.17018  0.122
H27 -5.11954 -2.84807 -3.17381  0.117
H28 -6.15054 -3.02089 -1.00871  0.069
H29 -6.31133 -4.70247 -1.52111  0.071
H30 -4.95049 -4.23121 -0.51763  0.085
H31 0.85943 -2.85386 1.11826  0.099
H32 1.32235 -4.57641 -0.58551  0.098
O10 1.26735 4.57319 0.56296  0.155
C14 0.75986 5.05668 1.51573  -0.569
O11 -0.47023 4.74436 1.98579  0.039
C15 -0.65676 5.43550 3.22759  -0.055
C16 0.31856 6.58105 3.10420  -0.316
F1 0.84078 6.93289 4.30345  0.072
O12 1.33623 6.02284 2.29077  0.129
H33 -0.39284 4.77368 4.05360  0.147
H34 -1.68503 5.76317 3.34116  0.128
H35 -0.08836 7.46904 2.61916  0.175
O13 -2.21694 7.57211 5.23187  0.179
C17 -1.89398 7.57436 6.37155  -0.544
O14 -0.79618 6.96177 6.87058  0.064
C18 -0.67483 7.31760 8.25236  -0.044
C19 -2.09557 7.70298 8.60338  -0.313
F2 -2.14957 8.68780 9.52929  0.080
O15 -2.58681 8.19049 7.36771  0.138
H36 0.00085 8.16771 8.35110  0.147
H37 -0.29506 6.48075 8.83100  0.140
H38 -2.72324 6.87402 8.93433  0.173

***

ORCA calculation (wB97M-V/def2-TZVPD) on a cluster of 3 separate species, C19H38BN3O9 in total at a distorted geometry.

Output
**Orbital gap**: 8.8 eV
**Net charge**: 0
**Energy**: -1613.110978 Eh

Last column: Löwdin charge in e.
Atoms and positions in Å:
C1 -1.13836 2.73255 2.27755  0.022
B1 -0.80316 2.12230 0.87763  -0.476
O1 -1.49156 2.55277 -0.21639  0.166
C2 0.33480 1.03006 0.65840  -0.219
C3 1.43706 1.76648 -0.15748  -0.079
C4 2.35693 2.62755 0.71095  -0.237
N1 3.75743 2.17822 0.73048  0.022
O2 0.90131 0.60322 1.93153  0.094
C5 1.40232 -0.62080 1.63117  -0.463
O3 2.50049 -1.06926 1.87043  0.179
O4 0.39959 -1.27589 0.94166  0.103
C6 -0.18200 -0.30937 0.08811  -0.397
O5 -1.58358 -0.30045 0.37737  0.030
C7 -0.03113 -0.55678 -1.40898  -0.069
C8 0.80735 -1.78262 -1.76025  -0.166
C9 0.23153 -3.13702 -1.26885  -0.160
C10 1.22988 -3.95889 -0.44851  -0.141
C11 0.84993 -4.21918 1.01375  -0.164
O6 -0.57264 -4.25060 1.19588  -0.018
C12 -0.98148 -3.78485 2.40129  -0.513
C13 -2.20082 -2.91415 2.36313  0.021
O7 -0.42480 -4.06659 3.44967  0.105
H1 -1.43730 3.76820 2.19695  0.067
H2 -0.27371 2.71051 2.93528  0.066
H3 -1.95036 2.16079 2.70828  0.069
H4 -2.33937 2.89883 0.07917  0.081
H5 0.92205 2.39283 -0.87897  0.117
H6 1.99537 1.03515 -0.73874  0.108
H7 1.98911 2.71809 1.72493  0.109
H8 2.34890 3.62634 0.28016  0.103
H9 3.96823 1.84514 1.66102  0.064
H10 3.90566 1.37133 0.13327  0.013
H11 -1.98399 -1.09188 0.01381  0.093
H12 -0.99866 -0.63866 -1.88640  0.132
H13 0.44198 0.30573 -1.86500  0.114
H14 1.83805 -1.63814 -1.45888  0.085
H15 0.83198 -1.82585 -2.84791  0.108
H16 -0.67335 -2.93340 -0.70960  0.093
H17 -0.05692 -3.70494 -2.14432  0.107
H18 1.38546 -4.92472 -0.91783  0.104
H19 2.20820 -3.49249 -0.43252  0.110
H20 1.23458 -5.19687 1.28835  0.124
H21 1.34305 -3.51880 1.67254  0.106
H22 -1.90067 -1.87713 2.44860  0.080
H23 -2.73222 -3.02237 1.42253  0.080
H24 -2.85638 -3.16982 3.18206  0.086
C14 4.58069 -0.77007 -4.79096  -0.055
N2 4.89448 -0.01915 -3.59178  -0.193
C15 5.73074 1.16767 -3.69011  -0.032
C16 4.43808 -0.38095 -2.38313  -0.338
O8 4.67727 0.21818 -1.35136  0.010
H25 5.49798 -1.13493 -5.25679  0.090
H26 4.05121 -0.13501 -5.50385  0.090
H27 3.95017 -1.62144 -4.54322  0.082
H28 6.62482 1.04534 -3.07909  0.095
H29 5.18719 2.03864 -3.32396  0.096
H30 6.01666 1.32559 -4.72649  0.085
H31 3.81563 -1.28998 -2.40850  0.122
C17 -6.78067 1.15678 1.42470  -0.052
N3 -5.97145 2.34520 1.61155  -0.191
C18 -6.62304 3.61017 1.91405  -0.034
C19 -4.63452 2.32015 1.51584  -0.327
O9 -3.90923 3.28909 1.66913  0.010
H32 -7.47247 1.30131 0.59292  0.091
H33 -7.35443 0.94712 2.32913  0.091
H34 -6.14346 0.30252 1.20752  0.083
H35 -6.38569 4.34533 1.14509  0.094
H36 -6.26840 3.99324 2.87073  0.095
H37 -7.69867 3.46352 1.95731  0.086
H38 -4.23170 1.31711 1.28600  0.142

***

ORCA calculation (wB97M-V/def2-TZVPD) on a cluster of 8 separate species, C19H38BrFNO29S7 in total at a distorted geometry.

Output
**Orbital gap**: 9.8 eV
**Net charge**: +1
**Energy**: -8444.306757 Eh

Last column: Löwdin charge in e.
Atoms and positions in Å:
C1 -0.94418 -1.81066 -1.64389  0.006
C2 0.30769 -0.94525 -1.82845  -0.224
N1 0.72912 -0.25055 -0.57936  0.118
C3 0.08930 1.09804 -0.42070  -0.139
C4 -1.04367 1.37455 -1.41808  -0.655
Br1 -1.34824 3.30581 -1.33341  0.823
O1 -0.74876 1.06846 -2.76063  -0.066
C5 0.24133 0.10637 -2.92859  -0.343
F1 0.03723 -0.55449 -4.10814  0.069
H1 -1.45738 -1.47293 -0.74440  0.081
H2 -1.62052 -1.74781 -2.49266  0.107
H3 -0.66365 -2.83793 -1.45801  0.069
H4 1.12752 -1.60898 -2.10211  0.156
H5 0.60269 -0.87799 0.22840  0.135
H6 1.74539 -0.09355 -0.65020  0.123
H7 0.84664 1.86927 -0.46714  0.083
H8 -0.35348 1.14012 0.57345  0.147
H9 -1.99039 0.91612 -1.14094  0.108
H10 1.22767 0.56975 -3.01282  0.147
C6 0.64764 -5.86220 1.36944  -0.128
C7 -0.40200 -5.73493 2.44789  -0.126
O2 -0.62899 -4.31006 2.55644  -0.162
S1 -0.44901 -3.63841 1.13375  0.603
O3 -1.72840 -3.48381 0.54391  -0.220
O4 0.46721 -2.54230 1.24454  -0.234
O5 0.28874 -4.84664 0.40640  -0.183
H11 1.64566 -5.63580 1.74757  0.137
H12 0.65282 -6.84284 0.90324  0.144
H13 -0.07156 -6.14043 3.39901  0.149
H14 -1.33790 -6.21008 2.15785  0.101
C8 -4.32114 -6.89998 -0.74257  -0.155
C9 -5.41270 -7.01050 0.30174  -0.154
O6 -5.05785 -8.17219 1.06560  -0.176
S2 -3.46785 -8.30930 1.12934  0.605
O7 -3.01390 -7.74288 2.35417  -0.231
O8 -3.10684 -9.61401 0.72039  -0.199
O9 -3.11975 -7.27533 -0.04933  -0.202
H15 -4.47819 -7.60295 -1.56230  0.136
H16 -4.22416 -5.89345 -1.14009  0.134
H17 -6.40007 -7.13486 -0.13271  0.139
H18 -5.41459 -6.14758 0.97099  0.135
C10 4.26559 -0.75446 -5.61327  -0.137
C11 3.70865 -2.00313 -4.96420  -0.144
O10 4.22560 -1.96509 -3.62003  -0.179
S3 4.36193 -0.44699 -3.14285  0.619
O11 3.20744 -0.10558 -2.37228  -0.250
O12 5.66507 -0.23638 -2.64136  -0.183
O13 4.21157 0.24174 -4.57348  -0.176
H19 5.30688 -0.88417 -5.91013  0.141
H20 3.68102 -0.43335 -6.47068  0.142
H21 4.02390 -2.91478 -5.46220  0.143
H22 2.61760 -1.97364 -4.91378  0.126
C12 0.17597 6.13418 1.51844  -0.151
C13 -0.25450 4.79759 2.07665  -0.194
O14 0.14749 4.84043 3.45392  -0.183
S4 0.03811 6.34219 3.99744  0.606
O15 -1.19522 6.49340 4.68589  -0.222
O16 1.27312 6.68843 4.60021  -0.212
O17 -0.08677 7.06861 2.57642  -0.176
H23 1.24672 6.15108 1.30302  0.135
H24 -0.37660 6.41312 0.62552  0.135
H25 0.21082 3.95119 1.58173  0.069
H26 -1.34177 4.68344 2.04086  0.134
C14 5.05223 3.63936 1.83776  -0.129
C15 4.89371 2.54611 2.87136  -0.131
O18 3.51701 2.13547 2.73486  -0.163
S5 3.06889 2.27526 1.21999  0.622
O19 3.14293 1.00133 0.58421  -0.217
O20 1.85288 3.01581 1.16651  -0.246
O21 4.26756 3.18185 0.71443  -0.165
H27 4.63470 4.58538 2.18476  0.140
H28 6.08504 3.78655 1.53725  0.144
H29 5.08526 2.89059 3.88271  0.145
H30 5.52962 1.68740 2.65128  0.140
C16 -1.36187 5.66145 8.23394  -0.160
C17 -2.49016 5.24850 7.31555  -0.168
O22 -2.92823 3.98364 7.83645  -0.191
S6 -2.74989 3.96792 9.43036  0.602
O23 -3.98857 4.28828 10.04060  -0.215
O24 -2.02147 2.80356 9.78304  -0.221
O25 -1.78907 5.24789 9.53922  -0.187
H31 -0.43626 5.13480 7.99168  0.134
H32 -1.18272 6.73262 8.21890  0.138
H33 -2.17169 5.14288 6.28585  0.101
H34 -3.32549 5.94988 7.36907  0.139
C18 -1.09591 0.88982 -6.97908  -0.170
C19 -1.91979 -0.36225 -6.78889  -0.178
O26 -2.38207 -0.69493 -8.10027  -0.183
S7 -1.27454 -0.26258 -9.18381  0.611
O27 -0.48219 -1.39255 -9.50982  -0.218
O28 -1.90302 0.52757 -10.17436  -0.203
O29 -0.40631 0.68675 -8.21597  -0.188
H35 -1.73106 1.77261 -7.07712  0.138
H36 -0.38506 1.04353 -6.17213  0.119
H37 -2.76144 -0.21035 -6.11867  0.137
H38 -1.30711 -1.18983 -6.42309  0.123

***

HOMO energy for every record listed, in sequence, given in eV: -4.797, -8.607, -8.465, -12.180.